C51H127N9O | the ωB97M-V functional and the def2-TZVPD basis

Positions of all 188 atoms, in Å:
C -0.89229 3.06376 -1.16040
C 0.28704 3.88650 -0.59977
N 1.27515 4.29346 -1.61887
C 2.00969 3.10784 -2.09433
C 2.72132 3.46547 -3.48802
C 2.28386 5.20886 -1.10027
C 1.71700 6.60117 -0.92275
H -0.64986 2.09521 -1.59772
H -1.36947 3.63754 -1.95486
H -1.63610 2.81663 -0.40292
H -0.09201 4.76439 -0.07658
H 0.74221 3.26510 0.17146
H 2.72890 2.79080 -1.33914
H 1.31296 2.29716 -2.30757
H 3.34771 2.65949 -3.87031
H 1.97359 3.59978 -4.26966
H 3.52726 4.19870 -3.51846
H 3.13202 5.28980 -1.78010
H 2.66741 4.81221 -0.16024
H 0.96882 6.60018 -0.13008
H 1.30187 6.96593 -1.86228
H 2.46391 7.28187 -0.51423
C 2.05475 0.71603 -1.37036
C 0.95406 0.29663 -2.34670
N 1.58896 -0.49820 -3.41675
C 1.57774 0.01959 -4.82465
C 2.35242 1.34085 -4.94943
C 1.23099 -1.96754 -3.32670
C -0.23174 -2.25532 -3.75228
H 2.60320 -0.14217 -0.98203
H 1.67612 1.35040 -0.56890
H 2.75891 1.29364 -1.96921
H 0.20200 -0.30386 -1.83492
H 0.45386 1.16842 -2.76843
H 2.01231 -0.71007 -5.50790
H 0.59824 0.27663 -5.22787
H 2.38792 1.72597 -5.96851
H 2.03905 2.12532 -4.26059
H 3.37051 1.07857 -4.66165
H 1.41006 -2.26460 -2.29336
H 1.95079 -2.54158 -3.91020
H -0.93496 -1.86417 -3.01703
H -0.31792 -3.33548 -3.87029
H -0.53671 -1.83411 -4.71023
C 5.15496 2.27290 -2.26768
C 4.95882 2.63024 -0.77760
N 4.32080 3.94388 -0.62010
C 4.10913 4.34864 0.80679
C 3.22958 3.38025 1.61485
C 4.96813 5.10615 -1.29362
C 6.41584 5.44187 -0.81282
H 5.72122 1.35620 -2.43241
H 5.61562 3.04984 -2.87781
H 4.20087 2.03758 -2.73929
H 4.43273 1.83516 -0.24922
H 5.98490 2.65554 -0.41071
H 5.08776 4.46875 1.27150
H 3.69613 5.34811 0.94314
H 3.09048 3.67288 2.65559
H 2.28687 3.31105 1.07206
H 3.58975 2.35148 1.61260
H 4.35292 6.00444 -1.24179
H 4.97699 4.92555 -2.36852
H 7.11751 4.61501 -0.92262
H 6.43218 5.68578 0.24941
H 6.79649 6.27604 -1.40219
C 1.45133 -4.52329 -0.55581
C 2.22483 -4.28582 0.77846
N 1.95688 -5.27129 1.82516
C 0.69172 -5.14854 2.56965
C 0.40331 -3.72475 3.01557
C 2.41735 -6.63064 1.50630
C 2.46513 -7.58108 2.72314
H 1.65076 -5.47318 -1.05182
H 1.71526 -3.67802 -1.19140
H 0.37544 -4.51410 -0.38123
H 3.27451 -4.29889 0.48502
H 2.04809 -3.26920 1.12966
H 0.73743 -5.76717 3.46593
H -0.18553 -5.49408 2.02273
H 0.11679 -3.06907 2.19332
H 1.27137 -3.23052 3.45182
H -0.43557 -3.66549 3.70902
H 1.80806 -7.06060 0.71132
H 3.38047 -6.61603 0.99613
H 2.99125 -8.47790 2.39601
H 2.97840 -7.10243 3.55714
H 1.47346 -7.93158 3.00923
C 1.69228 1.78985 1.63367
C 0.24914 1.29364 1.29581
N 0.21658 0.23554 0.26570
C 0.82284 -1.02362 0.74813
C 0.86728 -2.12543 -0.31415
C -1.08664 0.02288 -0.33565
C -2.19847 -0.37336 0.64679
H 1.75984 2.53896 2.42258
H 2.24793 2.11753 0.75505
H 2.21133 0.91599 2.02742
H -0.25175 0.93922 2.19669
H -0.24383 2.17264 0.88055
H 1.87133 -0.81950 0.96522
H 0.33375 -1.35557 1.66393
H -0.13299 -2.47101 -0.57514
H 1.36969 -1.71498 -1.19006
H 1.27493 -3.08180 0.01340
H -1.00812 -0.59295 -1.23158
H -1.39762 0.94970 -0.81770
H -2.44380 0.34942 1.42493
H -1.90970 -1.35178 1.03069
H -3.15645 -0.54388 0.15558
C -2.19445 -2.86695 2.33697
C -2.87638 -3.85952 1.44096
N -3.25829 -3.31054 0.16230
C -2.14757 -2.88424 -0.77959
C -1.21263 -3.98389 -1.11677
C -4.35870 -2.30159 0.35937
C -5.05988 -1.97694 -0.91036
H -1.20555 -2.62752 1.94603
H -1.97824 -3.32263 3.30325
H -2.84741 -2.00270 2.45873
H -2.25567 -4.74733 1.32010
H -3.77906 -4.28139 1.88289
H -2.59715 -2.53831 -1.71034
H -1.58351 -2.10757 -0.26313
H -0.38801 -3.67033 -1.75691
H -0.79669 -4.42858 -0.21269
H -1.73935 -4.78252 -1.63914
H -3.85171 -1.40471 0.71526
H -5.05670 -2.77085 1.05268
H -5.39699 -2.89485 -1.39192
H -4.42042 -1.44950 -1.61818
H -5.91259 -1.33730 -0.68269
C -6.83239 -0.17175 -1.70243
C -5.93951 0.47461 -2.80586
N -4.56762 -0.08518 -2.61731
C -3.91827 -0.18703 -3.90426
C -2.50589 -0.82234 -3.82588
C -3.82469 0.77119 -1.63708
C -3.28808 2.19463 -2.05798
H -7.87066 0.15654 -1.65436
H -6.36820 -0.11015 -0.71813
H -6.90237 -1.24803 -1.86002
H -6.45483 0.24312 -3.73805
H -5.99934 1.56272 -2.78303
H -4.44626 -0.86637 -4.57345
H -3.86697 0.76267 -4.43675
H -1.71263 -0.15268 -3.49363
H -2.43331 -1.65356 -3.12453
H -2.26447 -1.32007 -4.76507
H -2.93753 0.24076 -1.29110
H -4.57459 0.90946 -0.85822
H -4.01310 2.85917 -2.52790
H -2.49947 2.08477 -2.80237
H -2.87678 2.67306 -1.16914
C 0.74119 -2.33744 5.51156
C 0.94266 -1.86923 4.07381
N 0.53709 -0.41316 3.88121
C -0.83778 -0.03315 4.15926
C -1.79364 -1.01642 3.45469
C 1.42595 0.54440 4.50892
C 2.91380 0.39304 4.06077
H 1.42115 -1.87544 6.22731
H 0.89419 -3.41624 5.48195
H -0.24647 -2.13070 5.92372
H 1.95725 -1.98093 3.69142
H 0.37120 -2.51800 3.41001
H -0.94094 0.93696 3.67312
H -1.03627 0.05385 5.22750
H -1.85412 -1.98857 3.94394
H -1.49977 -1.16237 2.41525
H -2.82361 -0.66250 3.40994
H 1.08221 1.56146 4.32039
H 1.28744 0.51801 5.58976
H 2.95348 0.18477 2.99158
H 3.55298 1.22956 4.34325
H 3.27343 -0.50686 4.55971
C -4.51277 0.77041 0.83395
C -3.86631 1.42817 2.03276
O -2.65957 1.41662 2.17492
N -4.72736 2.10047 2.78524
C -4.36547 2.87196 3.94183
H -5.20264 1.41098 0.28453
H -5.11277 -0.07959 1.15892
H -3.72880 0.47483 0.13673
H -5.72837 2.03073 2.67027
H -5.05355 2.70165 4.76986
H -4.36102 3.93278 3.69134
H -3.44898 2.51193 4.40929

The energy relative to the best compared isomer or geometry (same formula, charge and spin) comes out at 3499.0 kJ/mol. As for the orbital gap: 7.47 eV.

C8H18O2 | the ωB97M-V functional and the def2-TZVPD basis

Positions of all 28 atoms, in Å:
C 2.07617 1.46075 -0.13120
C 1.78186 -0.03515 0.12297
C 2.01755 -0.53651 1.46676
C 2.60703 -0.75817 -1.00473
C -1.89204 -0.09569 -0.14319
C -1.95255 -1.50635 -0.61999
C -1.69553 1.06654 -0.89806
C -2.99299 0.27899 0.88911
H 1.25514 2.40799 0.43132
H 3.08888 1.85469 0.16105
H 1.89912 1.84660 -1.11996
H 1.13683 -1.58748 1.61814
H 1.61171 0.36689 2.31041
H 3.28533 -0.85490 1.78190
H 3.69685 -0.72575 -0.64325
H 2.51601 -0.45389 -2.16427
H 2.24896 -1.94726 -1.00722
H -0.95401 -1.87047 -1.01416
H -2.82469 -1.86792 -1.33395
H -2.11763 -2.17432 0.28610
H -1.42584 1.95065 -0.09051
H -0.99341 0.98022 -1.76577
H -2.68156 1.45705 -1.40408
H -3.58512 -0.70010 1.49860
H -3.69995 1.43369 0.21538
H -2.25445 0.78395 1.88528
O 0.40713 -0.66989 -0.05397
O -0.55879 -0.10416 0.72730

The energy relative to the best compared isomer or geometry (same formula, charge and spin) comes out at 1171.1 kJ/mol. As for the orbital gap: 9.57 eV.

C21H26Cl3N5O3S2W | the ωB97M-V functional and the def2-TZVPD basis

Positions of all 61 atoms, in Å:
W -1.30675 0.18511 0.23095
Cl -4.28285 -5.99331 2.94770
C -3.50839 -4.71926 2.10045
C -3.57421 -3.42673 2.60623
C -2.93394 -2.43483 1.90029
Cl -2.91291 -0.76360 2.36304
C -2.23593 -2.67998 0.72512
O -1.62850 -1.65048 0.11271
C -2.18961 -3.97847 0.23896
Cl -1.32356 -4.27914 -1.22357
C -2.82483 -4.99800 0.92314
H -4.11170 -3.22030 3.52219
H -2.78784 -6.00920 0.54249
N 0.32081 -0.83939 -1.29740
C 0.82689 0.07963 -2.32429
C 2.26285 -0.22462 -2.77121
C 3.38151 -0.31990 -1.70914
C 4.35966 0.85738 -1.61966
N 3.81101 2.10170 -1.09159
C 3.43547 2.29959 0.16578
N 3.82793 1.47060 1.13365
N 2.64655 3.33215 0.45220
C 0.55355 1.49831 -1.83591
O 1.07063 2.47401 -2.32988
O -0.32797 1.55364 -0.87387
H 1.09390 -1.17666 -0.73100
H -0.11592 -1.66368 -1.69551
H 0.20089 -0.02351 -3.21369
H 2.53584 0.50562 -3.53550
H 2.20488 -1.18948 -3.27519
H 4.00229 -1.17684 -1.97268
H 2.98333 -0.52887 -0.70913
H 4.73948 1.09238 -2.61152
H 5.22208 0.56063 -1.02131
H 3.38250 2.70932 -1.77265
H 4.58221 0.82597 0.97515
H 3.52973 1.61472 2.08469
H 2.22135 3.86044 -0.29249
H 2.41121 3.56477 1.39947
C 1.94108 0.13244 3.94348
C 1.27520 1.32172 3.66483
C 0.38743 1.39204 2.59922
C 0.14111 0.28450 1.77947
C 0.81774 -0.90690 2.08625
C 1.70771 -0.98314 3.14952
H 2.61445 0.06500 4.78895
H 1.43031 2.18719 4.29912
H -0.13720 2.32425 2.42692
H 0.64517 -1.80378 1.49928
H 2.19923 -1.92316 3.36962
S -2.56359 2.14267 1.04471
C -3.07742 1.63420 -0.52353
N -3.13308 2.44645 -1.57176
C -3.82863 1.97653 -2.76723
C -4.83219 0.93413 -2.29131
S -4.08594 0.19135 -0.79685
H -2.79913 3.39623 -1.49035
H -3.11720 1.54668 -3.47503
H -4.32922 2.81152 -3.25065
H -5.02456 0.16223 -3.03056
H -5.77292 1.37815 -1.97111

The net charge is +2. Its spin multiplicity is 3. The energy relative to the best compared isomer or geometry (same formula, charge and spin) comes out at 0.0 kJ/mol. As for the orbital gap (alpha / beta): 7.07 / 6.61 eV. As for the expectation value of S²: 2.019.

C5H14NS | the ωB97M-V functional and the def2-TZVPD basis

Positions of all 21 atoms, in Å:
C 0.32466 -2.03576 0.75751
C -0.59608 -1.17010 1.60118
S -0.86885 0.48987 0.88148
C -1.38373 1.35384 2.37735
H 0.55796 -2.94946 1.29284
H 1.26977 -1.53192 0.53013
H -0.16776 -2.30879 -0.17510
H -0.18870 -1.01499 2.59740
H -1.56887 -1.65157 1.68129
H -2.13052 0.74937 2.88508
H -0.53727 1.54699 3.02844
H -1.86582 2.28427 2.08983
C 1.12270 -0.79270 -2.77720
C 1.07154 1.52559 -2.07887
N 0.95975 0.29645 -1.80404
H 2.16861 -0.87542 -3.06350
H 0.53733 -0.58627 -3.66494
H 0.80413 -1.72834 -2.33584
H 1.33438 1.81318 -3.08631
H 0.91774 2.26539 -1.30965
H 0.65327 0.06661 -0.85098

The net charge is +1. The energy relative to the best compared isomer or geometry (same formula, charge and spin) comes out at 103.9 kJ/mol. As for the orbital gap: 7.48 eV.

C6H14O4SSi | the ωB97M-V functional and the def2-TZVPD basis

Positions of all 26 atoms, in Å:
C 0.75858 -0.14779 0.33524
C 1.13464 -2.64349 -0.25256
C -0.83520 2.45575 1.01969
C -0.36864 1.62551 -2.08521
C 1.62692 -0.08424 1.58566
C 1.20097 -1.19493 -0.68065
O -2.21714 -1.87622 -0.70286
O -2.98189 -1.03440 1.42474
O -0.74183 -0.30216 0.68479
O -2.74155 0.52793 -0.40890
Si -0.63670 1.05954 -0.19892
S -2.46405 -0.77012 0.14700
H 1.06888 -3.16309 -1.20031
H 0.22159 -2.83101 0.23231
H 2.00382 -3.08708 0.32149
H -0.11796 3.14852 0.78836
H -1.75216 3.01324 1.14541
H -0.58575 2.05330 2.00931
H 0.50619 1.03404 -2.54388
H -1.35083 1.51401 -2.55788
H -0.10671 2.70237 -2.00894
H 1.32657 0.99650 1.97435
H 1.54317 -0.80997 2.28829
H 2.58145 -0.14258 1.19632
H 0.64690 -1.06199 -1.60009
H 2.28074 -0.98166 -0.91276

Its spin multiplicity is 3. As for the orbital gap (alpha / beta): 4.76 / 7.00 eV. As for the expectation value of S²: 2.009.

C9H11N2 | the ωB97M-V functional and the def2-TZVPD basis

Positions of all 22 atoms, in Å:
C 0.82075 2.56239 -0.53244
C -0.49560 2.95496 -0.10506
C 1.46159 1.41387 -0.20534
C 0.95981 0.50240 0.71796
C -1.77698 -0.11746 1.46473
C -1.13457 2.02542 0.59361
C 0.44244 -0.73435 0.64722
C -0.10397 -2.19497 -1.43156
C 0.82300 -1.85025 -0.31883
N -1.72995 1.03749 0.94212
N -0.66412 -1.05976 1.45332
H 1.20598 3.21075 -1.31841
H -0.75108 3.97119 -0.44099
H 2.24051 1.25704 -0.81346
H 0.75245 0.93899 1.69790
H -2.76856 -0.40068 1.82345
H -1.12872 -2.72800 -1.20951
H 0.44382 -2.92511 -1.91965
H -0.44682 -1.37276 -2.04454
H 1.86194 -1.72945 -0.76732
H 0.82145 -2.71998 0.37257
H -0.83335 -2.04172 1.39420

The net charge is +1. Its spin multiplicity is 3. The energy relative to the best compared isomer or geometry (same formula, charge and spin) comes out at 238.0 kJ/mol. As for the orbital gap (alpha / beta): 6.44 / 6.09 eV. As for the expectation value of S²: 2.025.

ClH2O2PS | the ωB97M-V functional and the def2-TZVPD basis

Positions of all 7 atoms, in Å:
O 0.91248 -2.02387 -0.61216
P 0.07992 -0.82925 -0.70198
O 0.86563 0.31830 -1.44274
S -1.75523 -0.44961 -0.00646
H 1.43176 0.13832 -2.11104
Cl -0.28577 1.84139 2.41965
H -1.24880 1.00472 2.45473

As for the SMILES: O=P(O)=S.Cl. The energy relative to the best compared isomer or geometry (same formula, charge and spin) comes out at 152.2 kJ/mol. As for the orbital gap: 9.75 eV.

C5H14NO3 | the ωB97M-V functional and the def2-TZVPD basis

Positions of all 23 atoms, in Å:
C 0.31386 -1.47749 2.16873
N 0.20488 -1.78394 0.77983
C 0.70905 -0.99632 -0.35394
C -0.37439 -0.90080 -1.54066
C -1.72109 -0.32777 -1.25345
O -2.12620 0.43605 -2.37878
C 1.34397 0.63247 -0.30143
O 2.51745 0.74604 -0.75575
H -0.06909 -0.45637 2.47669
H -0.20711 -2.15140 2.93556
H 1.41480 -1.17954 2.47054
H -0.71244 -1.98988 0.62992
H 1.50582 -1.78437 -0.87934
H 0.10822 -0.21938 -2.31500
H -0.48736 -1.83325 -2.21841
H -2.55408 -0.96180 -1.16410
H -1.78087 0.17454 -0.19975
H -2.03891 1.42667 -2.12690
H 0.43251 1.12703 -0.83339
H 1.36212 1.00619 0.75317
H 0.69269 3.76301 0.56235
H 1.11513 3.13497 1.97452
O 0.35103 3.61532 1.56958

Its spin multiplicity is 2. The energy relative to the best compared isomer or geometry (same formula, charge and spin) comes out at 136.9 kJ/mol. As for the orbital gap (alpha / beta): 9.21 / 6.78 eV. As for the expectation value of S²: 0.759.